(1)
Molecular formula: C4H12
Method: DFT, ωB97M-V/def2-TZVPD

The geometry in XYZ format:
```
16
Properties=species:S:1:pos:R:3:forces:R:3:mulliken_charge:R:1
C -1.88588 0.70818 -1.87201 0.30 -0.62 -0.39 -0.76
C -0.82548 0.91709 -2.96128 -0.12 0.93 -0.33 -0.80
H -1.73978 -0.31081 -1.50962 -0.35 0.09 0.32 0.22
H -1.78923 1.40289 -1.05319 0.22 0.13 0.35 0.25
H -2.91316 0.79302 -2.22172 0.05 0.01 -0.22 0.29
H -1.22246 0.78244 -3.96837 -0.05 -0.30 0.06 0.26
H 0.03218 0.26382 -2.83892 0.03 -0.15 0.05 0.26
H -0.43078 1.94028 -2.97438 -0.09 -0.10 0.16 0.26
C 1.62322 -1.25663 1.89538 0.22 -0.48 -0.85 -0.81
C 1.09434 -0.37810 3.01393 -0.75 0.17 -0.52 -0.78
H 0.84790 -1.77364 1.31737 -0.22 0.12 0.40 0.26
H 2.11956 -0.66582 1.11915 0.25 0.07 0.29 0.25
H 2.31968 -2.04478 2.19759 -0.06 0.21 0.21 0.29
H 0.75455 0.56047 2.57465 0.10 0.16 0.13 0.24
H 1.80813 -0.15793 3.78712 0.46 0.08 0.20 0.28
H 0.20721 -0.78047 3.49430 -0.01 -0.33 0.12 0.27
```
Forces are in eV/Å.

Summary:
E_tot   -4342.2946 eV
Kohn-Sham gap   12.7 eV
Energy above the lowest of the compared OMol25 structures with the same formula, charge and spin   0.234 eV
SMILES   CC.CC
2S+1   1

(2)
Molecular formula: C6H15N2
Method: DFT, ωB97M-V/def2-TZVPD

The geometry in XYZ format:
```
23
Properties=species:S:1:pos:R:3:forces:R:3:lowdin_spin:R:1
C 1.09832 -0.23274 -1.68769 2.09 1.75 -1.33 0.01
C 1.80885 -0.87907 -0.51013 -0.56 -0.37 1.36 0.04
C 1.00548 -0.87890 0.85916 -0.22 -1.62 -1.11 0.06
N -1.89365 -0.15996 0.76175 1.71 -0.50 1.03 0.19
C -0.96142 0.75298 1.09498 -2.44 0.48 1.21 0.18
C 0.40061 0.46822 1.03056 1.64 -1.06 0.32 0.44
C -1.47123 2.02348 1.71191 0.29 0.56 -0.38 0.02
N -0.13576 -0.87160 -2.23399 -0.85 2.13 0.82 0.00
H 1.84270 -0.08658 -2.48979 -0.26 -1.07 -0.10 0.00
H 0.86663 0.84688 -1.66018 -0.33 -0.36 1.08 0.00
H 2.04643 -1.92347 -0.70531 -0.08 -0.12 -0.32 0.00
H 2.79330 -0.44372 -0.30228 -0.32 0.42 -0.53 0.00
H 1.64058 -1.37514 1.62399 0.30 1.55 0.11 0.02
H 0.33231 -1.75673 0.85894 -0.72 0.68 -0.44 0.00
H -2.79789 -0.06748 1.21570 -0.22 0.08 -0.43 0.01
H -1.50571 -1.10925 0.77291 -0.65 0.14 -0.36 0.00
H 1.15229 1.25520 1.04068 -0.47 0.29 0.24 0.01
H -0.66995 2.74807 1.65054 -0.05 0.44 0.05 0.00
H -2.38638 2.43031 1.26354 0.28 -0.24 -0.36 0.01
H -1.74947 1.95750 2.77534 0.39 -0.62 -0.13 0.01
H -0.91361 -0.47691 -1.65866 0.26 -1.73 0.34 0.00
H -0.06357 -1.88257 -2.35524 -0.55 0.02 -0.13 0.00
H -0.43886 -0.33851 -3.05671 0.74 -0.85 -0.98 0.00
```
Forces are in eV/Å.

Summary:
E_tot   -9426.7310 eV
Kohn-Sham gap (alpha / beta)   10.9 / 9.4 eV
Energy above the lowest of the compared OMol25 structures with the same formula, charge and spin   1.375 eV
Charge   +2
Expectation value of S²   0.76
2S+1   2

(3)
Molecular formula: C48H48BrCl3IN2O2P2ScSi3
Method: DFT, ωB97M-V/def2-TZVPD

The geometry in XYZ format:
```
111
Properties=species:S:1:pos:R:3:forces:R:3:mulliken_charge:R:1
Sc 0.04504 -0.12575 0.15748 0.59 0.72 -0.30 -1.21
C 3.81594 1.79961 1.04717 -0.20 0.15 0.02 -0.85
Si 2.24267 2.84704 0.91096 0.58 -0.34 0.59 0.34
C 1.85814 3.32423 2.70492 0.02 0.09 -0.25 -0.93
C 2.88127 4.39004 -0.01602 -0.32 -0.07 -0.02 -1.26
N 0.92598 1.99429 0.20342 -0.23 0.13 -0.26 0.71
P -0.32751 2.56715 -0.65264 -0.89 0.07 0.66 2.31
C -1.48808 1.33989 -0.95255 1.75 -0.20 -0.63 -1.62
P -1.27118 0.54349 -2.44637 -0.75 -0.13 -0.02 2.00
N 0.07310 -0.28704 -2.69478 -0.52 0.33 0.15 0.93
Si 0.71933 -1.29764 -3.89991 0.50 -0.39 0.00 0.14
C 1.49780 -2.85444 -3.15466 -0.06 0.19 -0.11 -0.60
C 2.12671 -0.46380 -4.88665 -0.13 0.01 0.11 -1.17
C -0.43110 -1.94415 -5.27534 -0.12 0.21 0.22 -1.13
C -2.74769 -0.56010 -2.54810 0.03 -0.09 0.05 -0.83
C -3.34760 -1.01406 -1.37551 -0.19 0.27 -0.01 0.33
C -4.37675 -1.94242 -1.41672 -0.17 0.08 -0.01 -0.52
C -4.83108 -2.42553 -2.63599 -0.09 0.17 0.05 -0.41
C -4.26079 -1.95960 -3.81295 -0.08 0.01 -0.06 -1.07
C -3.22859 -1.03357 -3.76765 0.06 0.07 0.09 -0.17
C -1.69454 1.64473 -3.85793 0.09 0.21 0.09 0.55
C -0.83007 1.88893 -4.91459 -0.07 -0.17 0.06 0.46
C -1.19291 2.75717 -5.93682 0.02 0.05 -0.12 -0.70
C -2.42315 3.39335 -5.90520 0.03 0.01 -0.04 -0.50
C -3.28648 3.17238 -4.83770 -0.07 0.01 0.00 -0.76
C -2.92196 2.30851 -3.81984 0.03 0.00 -0.03 -0.68
C -1.23986 3.86371 0.28257 -0.07 0.01 -0.06 0.09
C -2.62094 3.75654 0.40597 0.03 -0.01 -0.08 -0.31
C -3.34466 4.69836 1.12191 -0.05 0.11 0.05 -0.63
C -2.69520 5.76546 1.72179 -0.01 0.01 -0.01 -0.69
C -1.31850 5.89219 1.59117 0.06 0.05 0.01 -0.88
C -0.60028 4.95156 0.87098 0.00 -0.06 -0.04 -0.63
C 0.29597 3.56991 -2.04798 0.04 -0.24 -0.25 1.04
C 1.50624 3.22408 -2.64326 -0.07 -0.02 0.09 -0.15
C 1.99824 3.95196 -3.71504 0.04 -0.04 -0.08 -0.86
C 1.27455 5.02587 -4.21151 -0.01 0.02 -0.03 -0.68
C 0.04862 5.35392 -3.64777 -0.05 0.05 -0.05 -0.71
C -0.44235 4.62761 -2.57469 0.07 -0.05 0.08 -0.82
H 4.56597 2.36919 1.60880 -0.05 0.05 -0.01 0.48
H 4.23919 1.55064 0.07362 -0.02 -0.03 -0.02 0.16
H 3.63681 0.86497 1.57952 -0.01 -0.02 -0.01 0.05
H 2.70989 3.83666 3.16447 0.03 0.00 -0.05 0.35
H 1.65922 2.41688 3.27877 -0.01 -0.02 -0.02 0.15
H 0.97798 3.96109 2.79953 -0.01 -0.03 0.03 0.27
H 3.52400 4.96860 0.65358 0.00 -0.05 0.07 0.56
H 2.09759 5.05218 -0.38956 0.09 0.03 -0.03 0.33
H 3.47989 4.09083 -0.87898 0.01 -0.02 0.02 0.26
H 2.29517 -2.60683 -2.45454 -0.04 -0.01 -0.02 0.08
H 1.92096 -3.49194 -3.93853 -0.03 0.03 -0.04 0.43
H 0.76177 -3.44399 -2.61129 -0.15 -0.07 0.05 0.04
H 2.94546 -0.15612 -4.23341 -0.03 0.01 0.03 0.08
H 1.79603 0.41785 -5.44265 0.03 -0.03 0.00 0.41
H 2.53218 -1.17416 -5.61414 -0.01 -0.03 0.01 0.42
H -1.25227 -2.53673 -4.86536 0.02 -0.01 -0.01 0.18
H 0.13311 -2.58311 -5.96010 0.10 0.01 0.05 0.47
H -0.86477 -1.12811 -5.86177 -0.01 -0.01 0.00 0.29
H -3.00788 -0.62078 -0.42608 0.00 -0.01 0.00 -0.71
H -4.82109 -2.28935 -0.49145 0.01 0.01 0.00 0.47
H -5.63443 -3.15232 -2.67127 0.02 -0.03 0.01 0.34
H -4.62285 -2.32120 -4.76946 0.01 0.01 -0.01 0.39
H -2.78955 -0.66323 -4.68630 -0.05 -0.05 -0.02 0.66
H 0.12411 1.37908 -4.93324 0.01 0.10 0.02 -0.30
H -0.51164 2.93992 -6.76020 0.02 -0.01 0.01 0.40
H -2.71406 4.05878 -6.71027 0.03 0.02 0.02 0.35
H -4.24587 3.67664 -4.80646 0.00 -0.01 0.02 0.40
H -3.58498 2.13146 -2.98009 0.00 0.03 0.01 0.33
H -3.11385 2.90870 -0.05307 0.02 -0.04 0.03 0.41
H -4.41722 4.58726 1.22587 0.01 -0.04 0.01 0.40
H -3.25279 6.49792 2.29426 -0.02 -0.02 0.00 0.31
H -0.80222 6.72307 2.05897 0.00 -0.01 0.00 0.38
H 0.47139 5.05863 0.77469 -0.03 0.06 0.04 0.48
H 2.06493 2.39033 -2.23399 0.02 0.00 -0.07 -0.08
H 2.94654 3.68114 -4.16520 0.00 0.00 0.02 0.43
H 1.66225 5.60692 -5.04062 -0.01 -0.02 -0.01 0.34
H -0.52881 6.17883 -4.04854 0.00 0.00 0.00 0.36
H -1.39505 4.88354 -2.12703 -0.01 0.03 -0.03 0.47
I 1.30808 -0.94395 3.03152 -0.01 -0.20 -0.50 0.10
C 2.68108 -2.15731 1.96350 -0.25 0.18 0.39 0.20
C 3.26798 -3.17661 2.65454 -0.09 0.08 0.04 -0.46
C 4.31433 -3.90402 2.05685 0.10 -0.01 -0.08 -0.74
C 4.78520 -3.52536 0.83239 0.03 -0.09 0.11 -1.00
C 4.18714 -2.45878 0.12014 -0.15 0.10 0.09 0.80
C 4.74941 -1.99200 -1.08897 0.02 0.06 -0.11 -1.11
C 4.16227 -0.95118 -1.74859 0.12 -0.04 0.00 -0.91
C 2.93308 -0.42847 -1.29990 -0.08 0.10 0.19 0.30
C 2.30646 -0.82556 -0.13395 -0.18 -0.03 0.10 1.70
C 3.02778 -1.79741 0.63685 0.15 0.01 -0.20 0.78
H 2.93663 -3.42046 3.65486 0.02 0.01 0.00 0.40
H 4.76427 -4.72872 2.59719 0.02 0.00 -0.02 0.37
H 5.64292 -4.02432 0.39244 -0.02 -0.02 -0.01 0.36
H 5.64954 -2.46319 -1.47077 0.01 0.01 0.04 0.28
H 4.62265 -0.55196 -2.64745 -0.03 -0.05 -0.03 0.25
H 2.45126 0.31320 -1.92809 -0.04 -0.01 0.01 -0.86
Cl -4.24068 1.01753 2.03643 0.10 -0.09 -0.30 -0.42
Si -2.17812 0.37565 2.20509 0.17 0.24 0.53 0.51
Cl -1.43594 2.12170 3.28027 -0.01 -0.13 -0.05 -0.37
Cl -2.50237 -0.87405 3.95327 0.08 -0.13 -0.08 -0.44
Br -3.44996 -7.31045 -3.27730 -0.03 -0.02 -0.03 -0.27
C -2.56063 -6.03104 -2.17570 0.00 0.04 0.01 -0.32
C -2.55666 -4.70237 -2.55652 0.06 -0.19 -0.11 -0.86
C -1.90308 -3.78292 -1.74916 0.23 -0.09 0.02 1.19
C -1.25911 -4.19594 -0.58869 0.06 0.15 -0.25 -0.18
C -1.28523 -5.53636 -0.22610 0.01 -0.04 0.01 -0.67
C -1.93928 -6.46738 -1.01708 -0.01 -0.02 0.03 -0.48
C -0.49597 -3.20891 0.27197 -0.42 -0.44 0.38 -0.40
O 0.15255 -3.64007 1.21303 0.07 0.20 -0.20 -0.78
O -0.66868 -1.97075 -0.04587 0.11 -0.33 0.05 0.18
H -3.04660 -4.38817 -3.46824 0.04 -0.03 0.06 0.58
H -1.88212 -2.73425 -2.01635 0.14 -0.23 -0.05 0.38
H -0.77693 -5.82920 0.68307 0.02 -0.01 -0.01 0.50
H -1.96443 -7.51470 -0.74851 0.00 0.00 0.02 0.41
```
Forces are in eV/Å.

Summary:
E_tot   -236266.1148 eV
Kohn-Sham gap   6.3 eV
Energy above the lowest of the compared OMol25 structures with the same formula, charge and spin   0.219 eV
Charge   -2
2S+1   1

(4)
Molecular formula: C4H7BO2
Method: DFT, ωB97M-V/def2-TZVPD

The geometry in XYZ format:
```
14
Properties=species:S:1:pos:R:3:forces:R:3:mulliken_charge:R:1
C -0.47254 1.15396 0.93943 -1.79 1.01 1.73 -0.90
B 0.43550 0.22250 0.08666 1.36 2.29 -0.45 0.05
C 1.50347 1.06300 -0.93741 0.13 -1.49 2.26 -0.01
O 1.17464 1.11514 -2.08703 -0.05 0.38 -0.98 -0.42
C 0.21472 -1.30100 0.14088 -0.30 -0.15 2.49 -0.33
C -1.03328 -1.53033 -0.61178 0.32 -0.38 -0.78 -0.02
O -2.08767 -1.05261 -0.32110 -0.94 -0.12 -0.08 -0.45
H -0.06841 1.43724 1.96476 0.28 -0.55 -1.11 0.33
H -1.48285 0.68712 1.28981 1.60 0.78 -1.09 0.30
H -0.63716 2.18252 0.50160 -0.06 -1.15 0.20 0.30
H 2.50141 1.52383 -0.56117 -1.07 -0.24 -0.50 0.26
H 1.01591 -1.99655 -0.15182 -0.36 0.32 0.39 0.39
H -0.20403 -1.34455 1.24159 1.36 -0.58 -1.68 0.18
H -0.85971 -2.16027 -1.49441 -0.48 -0.14 -0.40 0.32
```
Forces are in eV/Å.

Summary:
E_tot   -9030.9565 eV
Kohn-Sham gap   9.4 eV
Energy above the lowest of the compared OMol25 structures with the same formula, charge and spin   3.356 eV
SMILES   CB(C=O)CC=O
2S+1   1

(5)
Molecular formula: C3H4O5S
Method: DFT, ωB97M-V/def2-TZVPD

The geometry in XYZ format:
```
13
Properties=species:S:1:pos:R:3:forces:R:3:mulliken_charge:R:1
C 0.66193 -1.21323 1.17442 -1.02 -1.81 -1.07 0.56
C -0.43926 -0.69713 0.26167 2.05 4.84 -0.22 -0.81
C 0.19100 0.88751 -0.47403 -0.88 -2.43 -1.31 -0.25
O 1.71169 -1.43794 0.46247 0.52 0.70 0.85 -0.72
O -0.46752 2.65591 -2.51761 0.44 0.60 0.09 -0.61
O 0.44078 -1.61094 2.33348 0.35 0.67 -0.05 -0.73
O -2.22563 1.72039 -0.98903 0.47 0.05 -0.71 -0.68
O 1.44086 0.65597 -1.02331 0.55 -2.06 1.83 -0.60
S -1.01877 1.42860 -1.88954 -0.90 -1.24 1.85 0.32
H -0.49602 -1.23943 -0.61786 -0.07 -1.38 -1.62 0.36
H -1.39250 -0.39319 0.58242 -1.12 0.05 1.01 0.39
H 0.22756 1.68064 0.23610 -0.42 0.73 1.00 0.27
H 1.71571 -0.22183 -0.38788 0.01 1.26 -1.65 0.49
```
Forces are in eV/Å.

Summary:
E_tot   -24247.2853 eV
Kohn-Sham gap   6.0 eV
Energy above the lowest of the compared OMol25 structures with the same formula, charge and spin   0.477 eV
Charge   -2
2S+1   1

(6)
Molecular formula: C2H7N2S2
Method: DFT, ωB97M-V/def2-TZVPD

The geometry in XYZ format:
```
13
Properties=species:S:1:pos:R:3:forces:R:3:mulliken_charge:R:1
C -1.23030 0.21623 -0.14856 0.93 -0.43 -0.25 0.22
C 1.10774 -0.33881 -0.46152 -0.54 0.44 0.48 0.05
N -1.69410 1.41959 -0.32922 -0.34 0.13 0.05 -0.31
N 1.77086 0.44325 0.38002 0.02 -0.11 -0.19 -0.30
S -2.26426 -1.01783 0.35891 -0.16 0.06 0.05 -0.12
S 1.01472 -2.04294 -0.28606 0.14 -0.25 -0.14 -0.17
H 0.96522 0.00627 -1.47451 0.06 0.06 0.02 0.42
H -1.09040 2.16651 -0.64267 -0.04 -0.08 0.02 0.23
H -2.66897 1.67434 -0.19403 0.07 0.08 0.00 0.20
H 1.94174 1.41093 0.15496 0.01 -0.06 0.00 0.26
H -1.31117 -1.97699 0.34732 -0.14 0.10 0.01 0.13
H 2.00484 0.14205 1.31505 -0.04 0.04 -0.11 0.18
H 1.45407 -2.10259 0.98032 0.03 0.02 0.04 0.20
```
Forces are in eV/Å.

Summary:
E_tot   -26829.9356 eV
Kohn-Sham gap   9.2 eV
Energy above the lowest of the compared OMol25 structures with the same formula, charge and spin   1.997 eV
Charge   +1
2S+1   1